Computed, not measured: 11 unconnected molecules or ions with the total composition C60H55N11O10 in a non-equilibrium geometry, with wB97M-V/def2-TZVPD.

CARTESIAN COORDINATES (ANGSTROEM)
O 3.515 2.111 1.159
N 3.762 0.886 1.103
O 3.479 0.103 1.997
C 4.452 0.339 -0.065
C 4.446 1.108 -1.229
C 5.151 0.591 -2.312
C 5.819 -0.629 -2.228
C 5.771 -1.358 -1.018
C 5.107 -0.859 0.093
H 3.918 2.053 -1.239
H 5.197 1.098 -3.249
H 6.357 -1.043 -3.061
H 6.376 -2.250 -0.953
H 5.223 -1.351 1.002
O 1.992 4.068 4.436
N 1.033 4.836 4.473
O 1.134 6.031 4.569
C -0.314 4.304 4.335
C -0.423 2.936 4.241
C -1.707 2.483 4.072
C -2.814 3.335 4.027
C -2.673 4.687 4.137
C -1.390 5.235 4.325
H 0.491 2.343 4.178
H -1.970 1.434 3.976
H -3.783 2.832 3.873
H -3.487 5.408 4.173
H -1.295 6.326 4.355
O -8.161 -2.044 1.875
N -7.472 -1.778 2.898
O -7.814 -2.002 4.068
C -6.202 -1.167 2.647
C -5.896 -0.901 1.329
C -4.656 -0.301 1.167
C -3.818 -0.037 2.259
C -4.211 -0.167 3.563
C -5.491 -0.718 3.786
H -6.650 -1.186 0.549
H -4.329 0.018 0.208
H -2.761 0.243 2.147
H -3.603 0.055 4.414
H -5.935 -0.852 4.752
O -2.244 -0.113 -3.219
N -2.332 -0.757 -2.172
O -3.023 -1.724 -2.101
C -1.390 -0.533 -1.060
C -0.582 0.587 -1.173
C 0.238 0.886 -0.112
C 0.149 0.125 1.066
C -0.639 -1.043 1.090
C -1.493 -1.369 0.042
H -0.542 1.144 -2.074
H 0.949 1.695 -0.208
H 0.783 0.344 1.914
H -0.518 -1.733 1.916
H -2.260 -2.158 0.011
O 4.697 -4.832 -3.721
N 4.094 -3.827 -3.371
O 4.301 -2.702 -3.744
C 3.156 -3.893 -2.244
C 2.740 -5.183 -1.945
C 2.000 -5.300 -0.788
C 1.659 -4.171 -0.031
C 2.087 -2.895 -0.381
C 2.820 -2.734 -1.548
H 3.092 -5.997 -2.541
H 1.728 -6.281 -0.440
H 1.065 -4.211 0.888
H 1.713 -2.133 0.312
H 3.143 -1.772 -1.875
C 3.282 -2.820 3.510
C 2.210 -2.252 4.190
C 1.059 -3.015 4.454
N 0.934 -4.280 4.093
C 1.959 -4.843 3.459
C 3.123 -4.140 3.071
H 4.136 -2.187 3.192
H 2.270 -1.175 4.410
H 0.228 -2.498 4.942
H 1.891 -5.875 3.117
H 3.778 -4.561 2.325
C -2.111 -5.324 3.056
C -1.519 -5.802 1.858
C -2.036 -5.408 0.600
N -2.954 -4.432 0.528
C -3.509 -3.988 1.657
C -3.118 -4.351 2.982
H -1.752 -5.722 4.002
H -0.743 -6.566 1.788
H -1.436 -5.756 -0.208
H -4.362 -3.248 1.597
H -3.596 -3.901 3.835
C -0.428 2.544 -5.167
C -0.668 3.147 -3.909
C 0.395 3.347 -3.026
N 1.622 3.000 -3.268
C 1.897 2.427 -4.420
C 0.904 2.114 -5.354
H -1.171 2.286 -5.896
H -1.662 3.450 -3.544
H 0.135 3.800 -2.071
H 2.829 2.044 -4.695
H 1.212 1.639 -6.272
C -3.488 4.780 -2.082
C -2.717 4.354 -1.005
C -2.726 3.030 -0.637
N -3.551 2.190 -1.246
C -4.287 2.555 -2.295
C -4.263 3.824 -2.757
H -3.595 5.784 -2.312
H -2.077 5.090 -0.515
H -2.191 2.779 0.274
H -4.878 1.820 -2.766
H -4.891 4.103 -3.591
C 1.805 -1.724 -5.283
C 1.875 -3.036 -5.761
C 1.056 -3.984 -5.152
N 0.153 -3.649 -4.249
C 0.079 -2.417 -3.805
C 0.877 -1.400 -4.269
H 2.406 -0.929 -5.730
H 2.548 -3.326 -6.544
H 1.113 -5.035 -5.423
H -0.602 -2.167 -2.969
H 0.754 -0.410 -3.853
C 3.117 6.117 -0.276
C 2.077 6.701 -1.001
C 0.751 6.344 -0.647
N 0.481 5.473 0.309
C 1.528 4.922 0.983
C 2.807 5.274 0.793
H 4.195 6.265 -0.491
H 2.258 7.449 -1.749
H -0.051 6.870 -1.232
H 1.268 4.237 1.747
H 3.608 4.824 1.379

- SMILES = O=[N+]([O-])c1ccccc1.O=[N+]([O-])c1ccccc1.O=[N+]([O-])c1ccccc1.O=[N+]([O-])c1ccccc1.O=[N+]([O-])c1ccccc1.c1ccncc1.c1ccncc1.c1ccncc1.c1ccncc1.c1ccncc1.c1ccncc1
- energy (Ha) = -3673.5349
- Kohn-Sham gap (eV) = 8.48
- E_LUMO (eV) = -0.941
- highest occupied orbital energy (eV) = -9.42
- energy above the lowest of the compared OMol25 structures with the same formula, charge and spin (kJ/mol) = 128.6

Mulliken atomic charge list, values in e, 4 entries:
1. O -0.508
2. N 0.828
3. O -0.495
4. C 0.720